(1)
The following is a quantum chemistry calculation of a single C4H7NO molecule, from the Open Molecules 2025 dataset.

Calculated values
- HOMO level: -6.753 eV
- Total charge: 0
- Orbital gap: 7.82 eV
- LUMO energy: 1.07 eV
- F_max: 0.3 eV Å⁻¹
- Energy relative to the best compared isomer or geometry (same formula, charge and spin): 398.3 kJ/mol
- E: -7795.5167 eV

Each line ends with the Löwdin charge.
Positions of all 13 atoms, in Å:
H1 2.81215 0.85633 0.77199  0.059
H2 -0.11140 1.10115 0.65218  0.153
H3 -2.13985 -0.23670 0.60791  0.109
H4 1.68402 2.14567 1.57739  0.048
H5 -2.79246 -1.17931 -0.82517  0.107
C1 1.82964 1.24234 1.00878  -0.030
C2 0.64307 -0.58861 -0.04001  -0.108
H6 1.56212 -1.13603 -0.20454  0.105
C3 -1.95709 -0.62058 -0.39771  -0.131
O1 -1.31701 0.28970 -1.28465  -0.064
H7 -0.41101 -1.61413 -1.59817  0.135
N1 0.76685 0.59374 0.56533  -0.088
C4 -0.56905 -0.85355 -0.83333  -0.296

(2)
The following is a quantum chemistry calculation of 11 unconnected molecules or ions with the total composition C31H79NO14 in a non-equilibrium geometry, from the Open Molecules 2025 dataset.

Calculated values
- HOMO level: -9.371 eV
- Total charge: 0
- Orbital gap: 9.76 eV
- LUMO energy: 0.39 eV
- Structure (SMILES): CC(C)CC[C@]1(CCC(N)=O)COC(=O)O1.CCO.CCO.CCO.CCO.CCO.CCO.CCO.CCO.CCO.CCO
- F_max: 1.3 eV Å⁻¹
- E: -63582.2454 eV

Each line ends with the Löwdin charge.
Positions of all 125 atoms, in Å:
C1 9.43350 6.95393 -1.19716  -0.084
H1 -2.60263 0.76841 -6.84756  0.072
H2 3.11549 3.41741 -2.56201  0.072
H3 -0.58743 -0.46842 0.86707  0.135
H4 0.06366 -2.59464 0.21881  0.120
C2 -1.66438 3.77469 1.77143  -0.085
O1 1.30141 -4.09800 -1.08724  0.062
O2 -0.36767 -0.99114 -3.32384  0.156
H5 -4.03605 1.82571 -5.09470  0.107
O3 2.13224 0.25048 -4.14913  -0.090
H6 9.13388 7.76194 -0.52455  0.074
H7 -6.36298 -10.34214 0.42768  0.077
H8 -1.21978 -5.07654 0.02213  0.137
H9 -1.26695 -3.11127 1.24540  0.134
C3 5.20750 4.29608 -3.83373  -0.089
H10 -0.65526 3.22055 3.59919  0.109
C4 8.23632 6.40159 -1.94409  -0.314
C5 -5.49696 -9.68155 0.47689  -0.087
H11 -5.98711 -2.39985 -2.69000  0.081
H12 8.53842 5.58432 -2.59774  0.111
C6 9.84133 3.11592 0.13439  -0.320
O4 7.26159 5.85191 -1.05746  -0.097
C7 -3.77928 -6.80605 -4.78153  -0.075
H13 -0.82599 3.54843 1.10756  0.073
H14 -0.59454 5.59498 9.28873  0.101
C8 -2.87050 3.60957 6.62391  -0.321
H15 9.38257 2.47552 -0.62606  0.111
C9 -3.88942 0.74023 -5.10949  -0.311
H16 10.18447 7.34261 -1.88575  0.077
H17 4.91189 5.34349 -3.90616  0.075
C10 10.10877 2.32818 1.40312  -0.093
C11 0.20284 -4.49328 -1.42205  -0.509
H18 -4.01544 -5.78710 -5.08857  0.081
C12 -0.97916 -2.92670 0.20705  -0.082
O5 -0.36247 -0.20285 -1.22443  0.094
H19 11.64397 2.97051 -0.58358  0.077
C13 -4.00545 -3.08118 0.11513  -0.145
H20 -6.36243 -4.56559 -1.93382  0.076
C14 -1.84331 -1.78251 -0.34683  -0.398
H21 -5.48964 -9.18575 1.44760  0.078
H22 -5.33433 -5.38483 -0.70338  0.054
H23 10.55646 2.97241 2.16026  0.075
H24 6.96220 6.55591 -0.47384  0.086
C15 5.02522 3.79989 -2.41148  -0.323
C16 -1.15123 -0.43067 -0.06777  -0.080
H25 -4.70938 -3.19669 0.94401  0.119
H26 -4.74320 0.29282 -5.61716  0.110
H27 9.88685 6.16917 -0.59109  0.057
H28 -6.42492 -8.03355 -0.55980  0.114
H29 -0.26926 7.60630 11.57524  0.072
H30 5.32777 2.74865 -2.33048  0.101
H31 0.64168 6.10713 11.39503  0.076
H32 -5.90821 -1.53808 -1.11325  0.090
C17 -3.40302 4.34170 7.84039  -0.086
H33 -6.45455 -4.10592 -0.24111  0.081
H34 4.27464 -1.34697 -4.51955  0.074
H35 -4.59615 -10.29588 0.40800  0.074
H36 -2.70140 4.27554 8.67364  0.054
O6 3.67297 3.93899 -1.97503  -0.086
H37 4.78717 -1.37325 -2.82089  0.072
H38 -1.73817 0.82449 -5.30537  0.072
C18 -4.68821 -3.34880 -1.23648  -0.409
C19 3.93007 -1.26378 -3.48795  -0.085
O7 11.04067 3.69320 -0.38648  -0.092
H39 -4.35710 3.92284 8.16302  0.077
H40 5.63819 4.38256 -1.72918  0.081
H41 -3.43259 -7.36360 -5.65273  0.077
C20 -1.06009 -4.21254 -0.63245  -0.099
C21 3.23441 0.06825 -3.27418  -0.331
H42 -2.32029 6.21709 11.42793  0.081
O8 -1.94354 5.59604 10.79737  -0.089
O9 -1.63502 4.15658 6.16450  -0.091
H43 2.89751 0.16017 -2.23416  0.110
H44 -3.61639 -8.26941 -0.65134  0.090
O10 -1.79758 -1.79723 -1.78432  0.116
H45 -1.88402 0.37483 0.06408  0.134
N1 0.01760 -5.23630 -2.58325  0.163
H46 9.18687 1.90466 1.80394  0.074
O11 -4.42674 -7.75433 -0.57637  -0.104
H47 1.50298 -0.46105 -3.96796  0.042
H48 9.16156 3.94455 0.32758  0.100
H49 3.24143 -2.08964 -3.29608  0.071
C22 -2.59689 0.39199 -5.82343  -0.088
H50 -3.17693 0.61963 -3.30528  0.076
C23 -5.76368 -4.43361 -1.02868  -0.080
O12 -3.91840 0.22894 -3.77895  -0.092
H51 10.80457 1.50804 1.20984  0.071
H52 -2.41018 3.18744 3.70738  0.093
H53 -5.55392 -9.15365 -1.61375  0.111
H54 -4.70171 -7.26919 -4.42319  0.073
H55 -0.85940 1.35185 2.24351  0.055
C24 -5.34309 -2.10868 -1.85689  -0.068
H56 -1.81557 -6.31906 -4.04472  0.097
H57 4.58526 3.72592 -4.52847  0.069
H58 -3.15871 -1.45728 1.26823  0.136
H59 -2.48384 -7.82044 -3.38841  0.114
H60 0.70767 -5.97179 -2.68022  0.109
H61 -2.58521 3.53233 1.23876  0.074
C25 -0.80013 -1.00756 -2.21290  -0.539
H62 -3.97575 -3.76460 -1.95519  0.110
C26 -3.25751 -1.74438 0.21405  -0.098
H63 7.77466 7.17880 -2.56257  0.109
H64 -3.79176 -0.93083 -0.27981  0.116
H65 -3.95143 -6.46278 -2.20425  0.052
C27 0.12589 6.89525 10.84609  -0.092
H66 -1.50451 7.09881 9.44698  0.112
C28 -1.56866 2.97127 3.05452  -0.313
O13 -1.61337 1.56380 2.80187  -0.092
H67 0.85008 7.41795 10.22007  0.074
H68 -3.26373 -3.87573 0.24676  0.096
C29 -2.73043 -6.79267 -3.68575  -0.317
H69 -3.56415 3.69362 5.78793  0.104
H70 -0.91542 -5.62511 -2.65493  0.037
O14 -3.15085 -6.04477 -2.55142  -0.104
H71 -2.45670 -0.68882 -5.84711  0.078
H72 -3.54408 5.39959 7.61453  0.079
C30 -0.99448 6.30868 10.00824  -0.332
H73 -1.65242 4.84504 1.98009  0.075
H74 -1.90189 -4.18928 -1.32945  0.090
C31 -5.53478 -8.65600 -0.63836  -0.306
H75 -4.56514 -1.45460 -2.25395  0.045
H76 -0.99880 4.07806 6.88168  0.075
H77 3.92132 0.89257 -3.47754  0.094
H78 6.24750 4.20284 -4.15220  0.070
H79 -2.73927 2.54526 6.84645  0.113

(3)
The following is a quantum chemistry calculation of a molecular structure, C24H20Cl5N8O4PRu, from the Open Molecules 2025 dataset.

Calculated values
- HOMO level (alpha / beta): -10.808 / -11.166 eV
- Total charge: +1
- Orbital gap (alpha / beta): 7.93 / 6.70 eV
- Spin multiplicity: 6
- LUMO energy (alpha / beta): -2.88 / -4.46 eV
- F_max: 0.6 eV Å⁻¹
- Energy relative to the best compared isomer or geometry (same formula, charge and spin): 24.3 kJ/mol
- E: -119800.7395 eV

Each line ends with the Löwdin charge.
Positions of all 63 atoms, in Å:
C1 2.02694 -0.02304 3.11387  -0.667
C2 -0.40881 -0.23966 -4.04921  -0.042
C3 -3.04471 0.74132 -1.69636  0.013
N1 -0.59211 -1.38587 -3.31789  -0.110
Cl1 3.02524 -0.74095 5.52918  0.701
H1 -2.86585 -3.72095 0.27161  0.086
N2 -3.10206 3.21564 -1.36108  0.190
C4 -2.38489 4.19499 -0.73014  -0.063
C5 4.10067 1.76204 2.62238  -0.706
C6 -2.51150 -3.50042 1.27447  -0.008
N3 2.45603 -3.11340 -0.01794  -0.113
H2 -1.72769 -4.20386 1.54410  0.092
Cl2 0.82596 -1.26232 3.40634  0.700
Cl3 3.19000 2.25218 0.11017  0.703
H3 -3.23432 -1.40117 2.98487  0.135
Cl4 5.38069 2.84415 2.25459  0.720
C7 -0.23002 4.01522 0.69976  -0.556
C8 3.47981 -1.17913 -0.01107  -0.115
H4 -1.37306 6.13441 0.23198  0.099
H5 -2.01747 -2.94540 -3.39484  0.091
Ru1 0.68883 1.12211 0.09531  1.487
O1 0.63317 3.10562 0.99820  -0.194
H6 -2.85875 0.60804 -2.76472  0.081
O2 -3.91374 5.79315 -1.42100  0.118
C9 2.18702 -4.54937 0.09385  -0.011
C10 2.00284 0.70483 1.94570  -0.276
C11 3.03264 0.15950 4.06789  -0.701
N4 0.15834 0.13813 -1.93245  -0.049
H7 -1.82002 0.91654 2.50139  0.125
C12 0.05298 0.70122 -3.17780  -0.109
O3 -0.22099 5.16799 1.11962  0.084
N5 -2.02036 -2.11874 1.36241  -0.110
H8 1.61575 -4.76546 0.99482  0.094
C13 -1.76803 -0.04018 2.00532  -0.142
C14 -2.48466 2.03127 -1.20248  -0.328
C15 1.55626 -2.12175 -0.26757  -0.474
C16 -1.07853 -2.66252 -3.86114  -0.008
N6 -0.89862 -0.27922 0.97906  -0.069
N7 2.15329 -0.94543 -0.26004  -0.004
C17 4.05796 1.07649 3.83262  -0.700
H9 -0.61473 -0.19364 -5.10860  0.134
C18 3.67848 -2.51927 0.14711  -0.024
C19 -1.06038 -1.53516 0.59554  -0.504
H10 4.20238 -0.38062 0.05477  0.098
N8 -1.38324 2.20999 -0.48741  0.071
H11 -1.23909 -2.54094 -4.92714  0.096
Cl5 5.27784 1.33928 5.00828  0.715
O4 -2.20417 6.51948 -0.18557  0.159
H12 -3.33714 -3.61478 1.96984  0.097
C20 -0.23727 -1.12355 -2.03218  -0.474
H13 1.64269 -4.90653 -0.77597  0.081
C21 -2.89795 5.59364 -0.79831  -0.479
H14 0.30892 1.73321 -3.36927  0.121
C22 3.07782 1.53650 1.71821  -0.700
H15 -2.58463 -0.07796 -1.15103  0.053
P1 -0.17499 -2.40552 -0.73269  1.179
C23 -1.32486 3.55008 -0.17791  -0.132
H16 -3.96140 3.41400 -1.85329  0.179
H17 -0.34736 -3.45026 -3.70643  0.088
H18 3.13534 -5.07325 0.15018  0.096
H19 4.57038 -3.08729 0.36717  0.133
C24 -2.47229 -1.17909 2.25305  -0.048
H20 -4.12262 0.70564 -1.53214  0.095

(4)
The following is a quantum chemistry calculation of a molecular structure, C30H29N5OP2S2Tl, from the Open Molecules 2025 dataset.

Calculated values
- HOMO level: -10.696 eV
- Total charge: +1
- Orbital gap: 7.68 eV
- LUMO energy: -3.01 eV
- F_max: 0.4 eV Å⁻¹
- Energy relative to the best compared isomer or geometry (same formula, charge and spin): 0.0 kJ/mol
- E: -86012.7957 eV

Each line ends with the Löwdin charge.
Positions of all 70 atoms, in Å:
C1 3.01577 -3.58513 -1.95282  -0.310
H1 -0.07943 3.18423 -0.60685  0.069
N1 2.94422 -5.91521 -0.84014  0.172
C2 0.03511 4.01728 2.66715  -0.072
H2 1.33806 0.89805 2.72936  0.105
H3 -4.23915 -1.81132 1.53695  0.115
C3 3.73876 -2.41048 1.99913  -0.053
C4 2.37592 -2.38555 2.27597  -0.055
H4 -0.79410 -3.19882 -0.65761  0.061
C5 0.63413 1.90105 0.95752  -0.335
P1 -1.78077 -0.73164 0.45048  0.678
C6 -0.21818 4.13214 1.30693  -0.070
C7 4.27676 -1.53891 1.06682  -0.059
C8 -2.45194 1.11559 4.55019  -0.052
S1 -1.96773 0.49440 -1.15471  0.538
C9 -2.70530 1.87868 3.41877  -0.064
H5 -0.49702 3.70354 -3.40238  0.132
H6 -0.63456 5.04794 0.90764  0.109
C10 -1.75658 -3.38734 -0.19757  -0.060
H7 1.84432 3.70247 -4.77952  0.125
H8 -0.90502 2.67809 -5.65170  0.132
H9 -1.52976 -1.79067 3.08298  0.114
C11 -3.52189 -4.91150 0.37959  -0.046
C12 -2.01756 -0.19828 4.43142  -0.052
C13 0.88711 1.79368 2.32402  -0.067
N2 1.93305 -2.91502 -2.22119  -0.155
H10 -0.18535 4.84376 3.33017  0.112
C14 2.09861 -0.60234 0.67997  -0.353
H11 -2.60068 1.54388 5.53266  0.115
H12 5.33049 -1.57306 0.82926  0.115
C15 0.00278 2.63940 -5.05177  -0.149
N3 5.26992 -2.49534 -2.57544  0.164
C16 -2.08166 0.01879 2.04062  -0.348
H13 0.37915 2.28302 -3.01339  -0.040
C17 1.55865 -1.48231 1.62186  -0.094
H14 -3.93637 -5.91093 0.36284  0.115
H15 -1.73814 -5.46527 -0.68841  0.122
H16 0.80104 2.76249 4.22934  0.115
C18 -2.51621 1.33618 2.15840  -0.088
N4 0.24285 5.03431 -4.78135  0.000
H17 1.13556 3.88962 -6.37825  0.124
N5 -0.38493 2.69679 -3.61052  0.118
H18 1.95376 -3.07294 2.99712  0.112
H19 -5.18303 -4.08896 1.46744  0.113
H20 3.87553 0.01799 -0.35382  0.085
C19 2.97286 -4.88115 -1.33990  -0.174
C20 4.26843 -2.98520 -2.29492  -0.188
C21 -2.46644 -2.36476 0.43041  -0.337
P2 1.00456 0.53740 -0.18154  0.446
C22 0.58776 2.84991 3.17209  -0.068
C23 -3.70097 -2.60892 1.03925  -0.075
H21 0.49880 -1.46500 1.85019  0.075
H22 4.37810 -3.12068 2.50649  0.114
C24 0.08482 3.08040 0.45772  -0.118
C25 -1.83948 -0.75640 3.17698  -0.086
H23 -3.05013 2.89912 3.51692  0.116
H24 0.51548 1.69805 -5.23848  0.122
Tl1 0.04212 -1.42800 -3.13636  0.792
H25 -1.24382 2.19215 -3.40354  0.113
C26 0.90262 3.84290 -5.31290  -0.238
C27 -4.22676 -3.88701 1.00449  -0.059
H26 -2.70194 1.92780 1.27227  0.090
C28 3.45690 -0.63963 0.39653  -0.085
H27 0.90956 5.76172 -4.56046  0.089
S2 1.80446 1.21392 -1.86923  0.305
H28 -1.82922 -0.79221 5.31548  0.115
O1 0.79366 -3.48601 -2.00719  -0.350
C29 -2.29192 -4.66651 -0.21360  -0.038
C30 -0.39881 -0.48712 -0.55294  -0.890
H29 -0.41681 5.42291 -5.44491  0.091